#P
{"formula": "C11H17NO2S", "method": "ωB97M-V/def2-TZVPD", "smiles": "CCS(=O)(=O)NCCCc1ccccc1", "homo_ev": -9.3, "charge": 0, "species": ["C", "C", "H", "H", "S", "O", "O", "N", "H", "C", "C", "H", "H", "C", "C", "C", "C", "C", "C", "C", "H", "H", "H", "H", "H", "H", "H", "H", "H", "H", "H", "H"], "coordinates": [[-1.81, -2.90, -0.70], [-1.97, -1.96, -1.87], [-1.09, -1.37, -2.09], [-2.29, -2.48, -2.77], [-3.32, -0.79, -1.52], [-4.49, -1.55, -1.19], [-3.38, 0.15, -2.59], [-2.93, 0.05, -0.15], [-3.02, -0.46, 0.70], [-1.93, 1.09, -0.19], [-0.54, 0.65, 0.27], [-0.60, 0.29, 1.31], [-0.18, -0.18, -0.34], [0.47, 1.80, 0.20], [1.82, 1.35, 0.67], [2.18, 1.44, 2.01], [3.41, 0.99, 2.44], [4.30, 0.43, 1.54], [3.96, 0.33, 0.21], [2.72, 0.78, -0.23], [2.46, 0.71, -1.27], [4.65, -0.10, -0.50], [5.27, 0.08, 1.88], [3.68, 1.07, 3.49], [1.49, 1.88, 2.71], [0.11, 2.63, 0.83], [0.53, 2.16, -0.83], [-1.90, 1.42, -1.23], [-2.27, 1.93, 0.43], [-1.40, -2.39, 0.17], [-1.14, -3.73, -0.95], [-2.78, -3.31, -0.43]]}

#Q
{"formula": "C11H17NO2S", "method": "ωB97M-V/def2-TZVPD", "homo_ev": [-8.7, -7.9], "charge": 0, "species": ["C", "C", "C", "C", "C", "C", "C", "C", "C", "C", "C", "N", "O", "O", "S", "H", "H", "H", "H", "H", "H", "H", "H", "H", "H", "H", "H", "H", "H", "H", "H", "H"], "coordinates": [[1.29, -0.94, 0.01], [0.22, 0.49, 1.84], [-1.28, 0.40, 1.35], [1.82, 1.42, -0.02], [-0.64, 1.55, -0.82], [-0.99, -1.01, -0.79], [0.92, 0.26, -2.13], [1.42, 0.22, 0.93], [-1.42, 0.37, -0.13], [0.90, 1.44, -1.19], [0.49, -0.97, -1.27], [0.14, -5.12, 0.68], [2.94, -3.12, -0.31], [0.90, -2.26, -1.64], [1.60, -2.68, -0.17], [0.23, 1.46, 2.44], [0.43, -0.15, 2.65], [-1.61, -0.46, 1.89], [-1.66, 1.24, 1.78], [1.82, 2.31, 0.44], [2.75, 1.31, -0.42], [-1.33, 1.75, -1.71], [-0.91, 2.41, -0.04], [-1.12, -1.75, -0.12], [-1.62, -1.14, -1.59], [0.25, 0.24, -2.90], [1.90, -0.10, -2.40], [2.40, -0.03, 1.57], [-2.37, 0.68, -0.54], [1.17, 2.23, -1.93], [-0.70, -4.68, 0.29], [-0.23, -5.48, 1.57]]}

Of them, #P has the highest stability.

#P
{"formula": "C23H27N3O3S", "method": "ωB97M-V/def2-TZVPD", "smiles": "Cc1cc(C)c2[nH]c(=O)c(CN(Cc3ccco3)C(=S)NC[C@H]3CCCO3)cc2c1", "homo_ev": -7.8, "charge": 0, "species": ["C", "C", "C", "C", "C", "C", "C", "H", "C", "H", "H", "H", "N", "C", "O", "C", "C", "H", "C", "N", "C", "N", "H", "C", "H", "C", "C", "H", "C", "H", "H", "C", "H", "H", "O", "H", "H", "H", "S", "C", "C", "C", "C", "C", "O", "H", "H", "H", "H", "H", "H", "H", "H", "H", "H", "H", "H"], "coordinates": [[-6.55, -3.12, 0.28], [-5.75, -1.85, 0.25], [-4.50, -1.79, -0.32], [-3.78, -0.59, -0.34], [-4.34, 0.56, 0.24], [-5.61, 0.51, 0.83], [-6.29, -0.69, 0.82], [-7.27, -0.74, 1.26], [-6.22, 1.74, 1.44], [-6.32, 2.53, 0.71], [-7.21, 1.51, 1.84], [-5.60, 2.11, 2.26], [-3.61, 1.72, 0.22], [-2.35, 1.87, -0.32], [-1.78, 2.95, -0.24], [-1.80, 0.68, -0.94], [-2.49, -0.49, -0.93], [-2.06, -1.37, -1.39], [-0.43, 0.79, -1.55], [0.62, 0.52, -0.58], [1.18, -0.71, -0.50], [2.14, -0.90, 0.42], [2.64, -0.09, 0.79], [2.96, -2.09, 0.42], [3.30, -2.31, -0.60], [4.16, -1.86, 1.35], [5.28, -2.87, 1.09], [5.90, -2.96, 1.98], [6.06, -2.21, -0.05], [5.77, -2.62, -1.02], [7.14, -2.35, 0.06], [5.67, -0.72, 0.04], [6.52, -0.07, 0.27], [5.21, -0.37, -0.89], [4.75, -0.59, 1.11], [4.89, -3.85, 0.83], [3.82, -1.84, 2.39], [2.37, -2.94, 0.76], [0.69, -1.97, -1.46], [1.01, 1.60, 0.30], [2.41, 2.06, 0.03], [3.12, 2.18, -1.13], [4.41, 2.64, -0.77], [4.39, 2.75, 0.59], [3.19, 2.40, 1.08], [5.14, 3.06, 1.29], [5.22, 2.85, -1.42], [2.76, 1.97, -2.12], [0.30, 2.42, 0.15], [0.93, 1.29, 1.35], [-0.28, 1.81, -1.93], [-0.32, 0.07, -2.37], [-4.00, 2.55, 0.64], [-4.06, -2.67, -0.77], [-6.78, -3.40, 1.30], [-5.99, -3.93, -0.19], [-7.49, -2.99, -0.26]]}

#Q
{"formula": "C23H27N3O3S", "method": "ωB97M-V/def2-TZVPD", "smiles": "Cc1cccc(CNC(=O)CCn2ccc3cc(S(=O)(=O)N4CCCC4)ccc32)c1", "homo_ev": -8.4, "charge": 0, "species": ["C", "C", "C", "C", "C", "C", "C", "H", "H", "H", "C", "N", "C", "O", "C", "H", "H", "C", "N", "C", "C", "C", "C", "C", "C", "C", "C", "H", "H", "H", "S", "O", "O", "N", "C", "H", "H", "C", "H", "H", "C", "H", "H", "C", "H", "H", "H", "H", "H", "H", "H", "H", "H", "H", "H", "H", "H"], "coordinates": [[0.88, -1.42, -2.25], [1.74, -1.39, -1.03], [2.24, -0.19, -0.53], [3.06, -0.17, 0.60], [3.36, -1.36, 1.24], [2.86, -2.56, 0.76], [2.06, -2.57, -0.37], [1.69, -3.51, -0.75], [3.10, -3.48, 1.26], [3.99, -1.35, 2.12], [3.58, 1.14, 1.12], [2.50, 1.96, 1.63], [2.33, 3.25, 1.29], [3.07, 3.85, 0.54], [1.10, 3.90, 1.92], [0.49, 3.16, 2.43], [1.43, 4.65, 2.64], [0.29, 4.60, 0.82], [-0.05, 3.69, -0.24], [-0.92, 2.64, -0.15], [-1.75, 2.24, 0.89], [-2.51, 1.10, 0.70], [-2.45, 0.40, -0.50], [-1.66, 0.80, -1.56], [-0.87, 1.93, -1.39], [0.08, 2.61, -2.20], [0.56, 3.65, -1.46], [1.30, 4.38, -1.72], [0.36, 2.35, -3.20], [-1.68, 0.24, -2.48], [-3.35, -1.12, -0.68], [-4.21, -1.30, 0.46], [-3.95, -1.20, -1.98], [-2.05, -2.21, -0.67], [-2.37, -3.52, -1.24], [-1.56, -3.80, -1.92], [-3.29, -3.42, -1.81], [-2.48, -4.52, -0.07], [-3.43, -5.06, -0.09], [-1.67, -5.24, -0.11], [-2.35, -3.65, 1.19], [-3.33, -3.30, 1.51], [-1.86, -4.16, 2.01], [-1.55, -2.45, 0.68], [-0.48, -2.67, 0.62], [-1.70, -1.55, 1.27], [-3.17, 0.74, 1.47], [-1.82, 2.80, 1.81], [-0.63, 5.03, 1.24], [0.89, 5.40, 0.39], [1.84, 1.50, 2.24], [4.32, 0.97, 1.90], [4.05, 1.73, 0.32], [2.00, 0.74, -1.03], [-0.16, -1.61, -1.96], [1.20, -2.21, -2.92], [0.91, -0.47, -2.77]]}

Of them, #Q has the highest stability.

#P
{"formula": "C21H26N4O4", "method": "ωB97M-V/def2-TZVPD", "smiles": "CCc1ccc(NC(=O)C(=O)NCCN2CCN(C(=O)c3ccco3)CC2)cc1", "homo_ev": -8.4, "charge": 0, "species": ["C", "H", "H", "H", "C", "C", "C", "C", "C", "C", "C", "H", "H", "N", "C", "O", "C", "O", "N", "C", "H", "C", "N", "C", "H", "C", "N", "C", "O", "C", "C", "C", "C", "O", "H", "H", "H", "C", "C", "H", "H", "H", "H", "H", "H", "H", "H", "H", "H", "H", "H", "H", "H", "H", "H"], "coordinates": [[-2.85, 5.61, -5.68], [-3.44, 6.09, -6.46], [-1.80, 5.88, -5.82], [-2.94, 4.53, -5.80], [-3.33, 6.04, -4.30], [-2.52, 5.37, -3.23], [-1.36, 5.96, -2.74], [-0.59, 5.32, -1.79], [-0.96, 4.07, -1.30], [-2.12, 3.47, -1.78], [-2.88, 4.12, -2.74], [-3.78, 3.65, -3.10], [-2.42, 2.51, -1.41], [-0.15, 3.47, -0.34], [-0.29, 2.29, 0.29], [-1.17, 1.45, 0.15], [0.87, 2.07, 1.27], [1.77, 2.88, 1.40], [0.74, 0.91, 1.92], [1.72, 0.41, 2.86], [2.16, 1.28, 3.35], [2.85, -0.38, 2.18], [2.54, -1.69, 1.65], [2.13, -2.68, 2.62], [2.79, -2.62, 3.49], [2.27, -4.07, 1.99], [1.46, -4.14, 0.80], [0.32, -4.85, 0.60], [-0.39, -4.66, -0.38], [-0.07, -5.91, 1.55], [-1.30, -6.52, 1.58], [-1.23, -7.51, 2.59], [0.03, -7.44, 3.09], [0.74, -6.48, 2.48], [0.53, -8.00, 3.86], [-2.01, -8.18, 2.89], [-2.13, -6.28, 0.95], [1.81, -3.11, -0.16], [1.67, -1.73, 0.49], [1.98, -0.96, -0.21], [0.61, -1.57, 0.75], [1.13, -3.20, -1.01], [2.84, -3.26, -0.48], [1.98, -4.84, 2.70], [3.32, -4.22, 1.70], [1.09, -2.55, 2.95], [3.25, 0.22, 1.36], [3.65, -0.52, 2.92], [1.21, -0.21, 3.60], [-0.06, 0.35, 1.66], [0.68, 3.98, -0.04], [0.31, 5.79, -1.41], [-1.06, 6.93, -3.11], [-3.24, 7.12, -4.21], [-4.38, 5.78, -4.18]]}

#Q
{"formula": "C21H26N4O4", "method": "ωB97M-V/def2-TZVPD", "smiles": "COc1cccc(C(=O)N2CCC(n3nccc3NC(=O)[C@@H]3CCOC3)CC2)c1", "homo_ev": -8.5, "charge": 0, "species": ["C", "H", "O", "C", "C", "C", "C", "C", "C", "H", "H", "H", "C", "O", "N", "C", "H", "H", "C", "H", "H", "C", "N", "C", "C", "C", "N", "H", "H", "N", "C", "O", "C", "H", "C", "H", "O", "C", "H", "H", "C", "H", "H", "H", "H", "C", "C", "H", "H", "H", "H", "H", "H", "H", "H"], "coordinates": [[4.23, -2.68, 5.32], [3.38, -2.95, 5.95], [4.25, -3.43, 4.13], [3.17, -3.35, 3.30], [2.07, -2.53, 3.50], [1.02, -2.52, 2.59], [1.07, -3.35, 1.47], [2.17, -4.17, 1.27], [3.21, -4.17, 2.17], [4.08, -4.80, 2.02], [2.20, -4.82, 0.41], [0.24, -3.37, 0.78], [-0.18, -1.69, 2.89], [-0.85, -1.90, 3.88], [-0.49, -0.71, 2.01], [0.30, -0.31, 0.87], [0.59, 0.74, 1.00], [1.21, -0.91, 0.82], [-0.51, -0.46, -0.41], [-0.78, -1.50, -0.57], [0.08, -0.13, -1.27], [-1.80, 0.37, -0.30], [-2.61, 0.22, -1.49], [-2.52, 0.91, -2.65], [-3.45, 0.38, -3.52], [-4.06, -0.64, -2.78], [-3.54, -0.74, -1.57], [-4.84, -1.31, -3.08], [-3.66, 0.70, -4.52], [-1.59, 1.93, -2.81], [-1.50, 2.78, -3.87], [-2.21, 2.74, -4.85], [-0.37, 3.79, -3.69], [-0.45, 4.52, -4.49], [-0.42, 4.45, -2.30], [-1.43, 4.57, -1.90], [0.29, 3.56, -1.45], [1.44, 3.18, -2.19], [1.79, 2.23, -1.77], [2.22, 3.94, -2.06], [1.00, 3.08, -3.66], [1.72, 3.58, -4.31], [0.91, 2.04, -3.99], [0.08, 5.42, -2.32], [-0.98, 2.12, -2.02], [-2.58, -0.08, 0.93], [-1.70, 0.06, 2.17], [-1.44, 1.11, 2.34], [-2.21, -0.33, 3.06], [-2.89, -1.11, 0.80], [-3.48, 0.53, 1.05], [-1.54, 1.43, -0.19], [1.99, -1.90, 4.37], [4.21, -1.60, 5.12], [5.16, -2.93, 5.83]]}

#R
{"formula": "C21H26N4O4", "method": "ωB97M-V/def2-TZVPD", "smiles": "COc1cccc(C(=O)N2CCC(n3nccc3NC(=O)[C@@H]3CCOC3)CC2)c1", "homo_ev": -8.6, "charge": 0, "species": ["C", "H", "O", "C", "C", "C", "C", "C", "C", "H", "H", "H", "C", "O", "N", "C", "H", "H", "C", "H", "H", "C", "N", "C", "C", "C", "N", "H", "H", "N", "C", "O", "C", "H", "C", "H", "O", "C", "H", "H", "C", "H", "H", "H", "H", "C", "C", "H", "H", "H", "H", "H", "H", "H", "H"], "coordinates": [[-7.08, -1.86, 1.24], [-6.29, -2.13, 1.94], [-6.64, -1.99, -0.10], [-5.62, -1.20, -0.53], [-4.93, -0.29, 0.27], [-3.90, 0.46, -0.27], [-3.56, 0.34, -1.61], [-4.26, -0.56, -2.41], [-5.27, -1.33, -1.87], [-5.82, -2.03, -2.48], [-4.00, -0.66, -3.45], [-2.78, 0.95, -2.03], [-3.23, 1.49, 0.60], [-3.85, 2.45, 1.01], [-1.93, 1.28, 0.89], [-1.15, 0.13, 0.51], [-0.77, -0.35, 1.43], [-1.78, -0.59, -0.02], [0.04, 0.55, -0.35], [-0.31, 1.00, -1.28], [0.64, -0.33, -0.60], [0.88, 1.57, 0.42], [2.01, 2.01, -0.38], [3.14, 1.33, -0.69], [3.85, 2.12, -1.57], [3.07, 3.26, -1.73], [1.97, 3.18, -1.01], [3.26, 4.13, -2.32], [4.80, 1.89, -2.03], [3.48, 0.05, -0.26], [3.40, -0.49, 0.98], [2.89, 0.04, 1.94], [4.03, -1.88, 1.06], [3.73, -2.32, 2.01], [3.66, -2.77, -0.14], [2.66, -2.58, -0.54], [4.60, -2.44, -1.13], [5.85, -2.37, -0.47], [6.52, -1.77, -1.08], [6.27, -3.38, -0.37], [5.57, -1.77, 0.93], [6.07, -2.34, 1.71], [5.89, -0.74, 0.99], [3.74, -3.83, 0.14], [4.00, -0.49, -0.95], [0.00, 2.76, 0.80], [-1.18, 2.27, 1.63], [-0.82, 1.83, 2.57], [-1.86, 3.09, 1.86], [-0.35, 3.26, -0.10], [0.58, 3.49, 1.37], [1.28, 1.11, 1.33], [-5.18, -0.15, 1.31], [-7.91, -2.56, 1.34], [-7.42, -0.85, 1.45]]}

Of them, #P has the highest stability.